Record 1
{
  "formula": "C3H7O5S2",
  "method": "ωB97M-V with the def2-TZVPD basis set",
  "species": ["S", "S", "O", "O", "O", "O", "O", "C", "C", "C", "H", "H", "H", "H", "H", "H", "H"],
  "xyz": [[-0.8118, -1.1330, -0.1081], [-2.8881, 0.9737, 0.0364], [-1.8265, 0.9534, 1.1077], [-1.3637, -1.9233, 0.9664], [-1.9028, -0.3281, -0.8158], [-0.2728, -1.9121, -1.2389], [-2.8704, 2.1673, -0.7962], [0.6700, 1.1704, -0.3313], [0.5577, -0.0248, 0.4501], [1.8736, -0.8813, 0.3272], [-0.1647, 1.7910, -0.5229], [1.6439, -1.6877, 0.9362], [1.8090, -1.2499, -0.6703], [1.4001, 1.7396, 0.1711], [0.2645, 0.0502, 1.4602], [0.9806, 0.8818, -1.3390], [2.9015, -0.5872, 0.3674]],
  "nbo_charge": [2.368, 1.708, -1.046, -0.966, -0.971, -1.006, -0.967, -0.626, -0.398, -0.647, 0.248, 0.211, 0.238, 0.202, 0.241, 0.203, 0.208],
  "lumo_energy_ha": 0.1344,
  "total_charge": -1
}



Record 2
{
  "formula": "C4H10N3",
  "method": "ωB97M-V with the def2-TZVPD basis set",
  "species": ["N", "N", "N", "C", "C", "C", "C", "H", "H", "H", "H", "H", "H", "H", "H", "H", "H"],
  "xyz": [[-1.4307, 0.8309, 0.0504], [0.6642, 0.9577, 0.3185], [-0.0998, -0.4420, -1.4022], [-0.3929, -1.1220, 0.8715], [0.9533, 0.4847, -1.0100], [0.5980, -0.0398, 1.3537], [-1.0865, -0.4667, -0.3414], [-1.5688, 1.4815, -0.7211], [1.0764, 1.3235, -1.7053], [-0.4221, -0.3240, -2.3535], [1.8914, -0.0926, -0.9941], [1.5800, -0.4846, 1.5385], [0.2536, 0.4414, 2.2692], [-1.1010, -1.3724, 1.6561], [0.9444, 1.8974, 0.5752], [-1.9674, -1.0451, -0.6385], [0.1079, -2.0277, 0.5330]],
  "nbo_charge": [-0.261, -0.338, -0.622, -0.408, -0.095, -0.254, -0.007, 0.364, 0.226, 0.409, 0.235, 0.247, 0.247, 0.253, 0.450, 0.304, 0.249],
  "lumo_energy_ha": -0.2335,
  "total_charge": 1
}



Record 3
{
  "formula": "C18H23N5O4",
  "method": "ωB97M-V with the def2-TZVPD basis set",
  "species": ["O", "O", "O", "O", "N", "N", "N", "N", "N", "C", "C", "C", "C", "C", "C", "C", "C", "C", "C", "C", "C", "C", "C", "C", "C", "C", "C", "H", "H", "H", "H", "H", "H", "H", "H", "H", "H", "H", "H", "H", "H", "H", "H", "H", "H", "H", "H", "H", "H", "H"],
  "xyz": [[-2.4552, -2.3095, 1.7133], [0.5258, 1.2914, 1.6741], [-0.1791, -2.2842, 3.5224], [2.2796, -1.7655, 2.4553], [-0.6319, 1.7053, 1.1383], [-1.2712, 2.1485, -2.2868], [1.2688, -0.8397, -3.9490], [1.3266, -1.3722, -2.7325], [1.5475, 1.4739, 0.8165], [-0.4514, -0.0948, -2.7009], [1.8374, 2.3829, -1.4545], [1.3203, -1.4159, 0.2643], [-0.3614, 2.1605, -0.0506], [0.1860, -1.3832, -0.5441], [-0.0485, -1.9965, 2.1831], [0.4275, -1.3911, 4.4399], [1.2102, -1.7162, 1.6115], [3.5083, -1.2407, 2.0099], [-1.1784, -2.0131, 1.3549], [-1.0429, -1.7067, 0.0006], [0.2074, -0.0586, -3.9429], [-1.3649, 2.7533, -0.9722], [-1.6285, 0.7250, -2.2810], [1.0520, 2.0076, -0.2631], [-2.8296, -2.4617, 3.0652], [0.3090, -0.9680, -1.9332], [-1.9742, 2.9106, -3.2940], [-0.1562, -1.4687, 5.3583], [1.4632, -1.6716, 4.6410], [-2.6529, -1.5464, 3.6351], [-2.3055, -3.2925, 3.5402], [-2.3649, 2.6552, -0.5158], [-1.1391, 3.8208, -1.0757], [1.8529, 3.4673, -1.5564], [3.9540, -1.8663, 1.2293], [-3.0577, 2.9741, -3.1085], [-3.8998, -2.6684, 3.0372], [2.0446, -2.0415, -2.5057], [4.1602, -1.2447, 2.8824], [3.3900, -0.2167, 1.6436], [-1.5682, 3.9215, -3.3274], [1.3651, 1.9696, -2.3432], [-2.4690, 0.5441, -2.9612], [-1.8116, 2.4447, -4.2637], [-1.9371, 0.4229, -1.2765], [-0.0553, 0.5030, -4.8169], [0.3967, -0.3632, 4.0707], [-1.9318, -1.7376, -0.6078], [2.2776, -1.1644, -0.1616], [2.8556, 2.0173, -1.3620]],
  "nbo_charge": [-0.495, -0.147, -0.532, -0.504, -0.081, -0.445, -0.260, -0.324, -0.112, -0.135, -0.659, -0.308, 0.094, -0.062, 0.227, -0.248, 0.276, -0.258, 0.280, -0.253, -0.049, -0.240, -0.258, 0.144, -0.238, 0.129, -0.402, 0.183, 0.191, 0.176, 0.191, 0.193, 0.216, 0.227, 0.171, 0.166, 0.186, 0.410, 0.198, 0.202, 0.200, 0.259, 0.205, 0.202, 0.218, 0.203, 0.185, 0.226, 0.220, 0.232],
  "lumo_energy_ha": 0.0290,
  "total_charge": 0,
  "smiles": "COc1cc(-c2[nH]ncc2CN(C)Cc2nonc2C)cc(OC)c1OC"
}



Number 1: Kohn-Sham gap 8.97 eV, E -35133.134 eV. Number 2: Kohn-Sham gap 7.74 eV, E -8770.877 eV. Number 3: Kohn-Sham gap 8.79 eV, E -34675.817 eV.